Record 1
Computed, not measured: C53H51N2O6P2V as an isolated structure in a non-equilibrium geometry, with wB97M-V/def2-TZVPD.

Calculated values
- LUMO (alpha / beta) (eV) = -10.4 / -10.3
- highest occupied orbital energy (alpha / beta) (eV) = -14.0 / -14.0
- max |F| (eV/Å) = 4.3
- frontier orbital gap (alpha / beta) (eV) = 3.6 / 3.7

Structure (ORCA input):
```
! wB97M-V def2-TZVPD RIJCOSX def2/J DEFGRID3
* xyz 3 2
V 1.244 1.212 0.124
C 3.639 4.410 1.068
C 4.143 3.728 -0.168
C 5.481 3.877 -0.505
C 6.005 3.293 -1.645
C 5.185 2.537 -2.467
C 3.842 2.357 -2.174
C 2.975 1.611 -3.142
C 3.313 2.963 -1.016
N 1.967 2.797 -0.685
C 1.130 3.800 -0.601
C 1.444 5.183 -1.052
C -0.223 3.435 -0.261
C -1.283 4.478 -0.162
N -0.431 2.147 -0.172
C -1.749 1.656 -0.264
C -2.414 1.769 -1.504
C -1.684 2.202 -2.735
C -3.780 1.515 -1.561
C -4.480 1.142 -0.427
C -3.803 0.941 0.767
C -2.439 1.178 0.869
C -1.740 0.978 2.177
H 4.360 4.290 1.873
H 2.674 4.029 1.403
H 3.538 5.479 0.880
H 6.113 4.475 0.132
H 7.043 3.431 -1.901
H 5.586 2.094 -3.367
H 3.597 1.162 -3.912
H 2.261 2.280 -3.624
H 2.411 0.818 -2.654
H 2.434 5.233 -1.499
H 1.379 5.896 -0.231
H 0.707 5.495 -1.793
H -0.973 5.261 0.529
H -2.227 4.059 0.175
H -1.440 4.960 -1.127
H -0.615 2.015 -2.645
H -1.848 3.262 -2.922
H -2.064 1.673 -3.606
H -4.297 1.644 -2.500
H -5.548 1.000 -0.475
H -4.354 0.629 1.642
H -2.395 0.476 2.885
H -1.457 1.939 2.608
H -0.828 0.382 2.051
O 2.986 0.946 1.334
C 2.304 1.549 2.182
O 1.117 1.880 1.817
C 2.758 1.837 3.549
C 1.791 2.111 4.528
C 2.125 2.291 5.858
C 3.468 2.205 6.184
O 4.056 2.306 7.374
C 5.440 2.117 7.173
O 5.662 1.953 5.788
C 4.456 1.972 5.194
C 4.123 1.777 3.873
H 0.756 2.157 4.230
H 1.385 2.482 6.618
H 5.775 1.216 7.712
H 5.996 2.985 7.557
H 4.868 1.587 3.118
C -2.762 -1.802 -0.639
P -1.079 -1.172 -1.002
C -0.873 -1.422 -2.786
C -2.013 -1.280 -3.580
C -1.940 -1.537 -4.939
C -0.738 -1.924 -5.512
C 0.398 -2.036 -4.726
C 0.343 -1.763 -3.372
C 0.050 -1.927 0.086
C 1.511 -1.709 -0.142
C 2.381 -1.897 1.054
C 1.907 -2.460 2.180
C 0.541 -2.851 2.279
C -0.352 -2.537 1.294
P -3.205 -3.344 -1.631
C -2.115 -4.615 -0.916
C -2.505 -5.379 0.183
C -1.688 -6.405 0.623
C -0.495 -6.682 -0.029
C -0.089 -5.900 -1.101
C -0.900 -4.873 -1.550
C -4.852 -3.747 -1.009
C -5.702 -2.852 -0.356
C -6.964 -3.268 0.023
C -7.403 -4.552 -0.281
C -6.567 -5.439 -0.946
C -5.305 -5.035 -1.327
H -3.463 -1.024 -0.955
H -2.902 -1.971 0.430
H -2.946 -0.941 -3.151
H -2.817 -1.415 -5.556
H -0.678 -2.121 -6.572
H 1.339 -2.322 -5.168
H 1.251 -1.834 -2.794
H 1.861 -2.402 -0.937
H 3.417 -1.608 0.939
H 2.561 -2.647 3.016
H 0.216 -3.378 3.162
H -1.389 -2.803 1.423
H -3.443 -5.179 0.680
H -1.999 -7.008 1.463
H 0.103 -7.525 0.280
H 0.836 -6.120 -1.610
H -0.622 -4.293 -2.420
H -5.383 -1.846 -0.124
H -7.616 -2.589 0.549
H -8.404 -4.852 -0.016
H -6.908 -6.434 -1.182
H -4.653 -5.711 -1.864
O 0.773 0.243 -1.259
O 1.814 -0.370 -0.685
*
```

=====

Record 2
Computed, not measured: C53H52BrN2O3P2SSiSn as an isolated structure in a non-equilibrium geometry, with wB97M-V/def2-TZVPD.

Calculated values
- LUMO (alpha / beta) (eV) = 3.6 / 3.6
- highest occupied orbital energy (alpha / beta) (eV) = -0.4 / -1.8
- energy above the lowest of the compared OMol25 structures with the same formula, charge and spin (eV) = 0.000
- max |F| (eV/Å) = 1.1
- frontier orbital gap (alpha / beta) (eV) = 4.0 / 5.5

Structure (ORCA input):
```
! wB97M-V def2-TZVPD RIJCOSX def2/J DEFGRID3
* xyz -2 2
Sn -0.336 -0.574 0.012
C 1.682 1.424 2.215
P -0.037 1.957 2.728
C 0.405 3.184 4.055
C 1.225 2.860 5.139
C 1.483 3.790 6.134
C 0.926 5.065 6.070
C 0.107 5.398 5.003
C -0.152 4.461 4.007
C -2.098 0.546 3.978
C -2.911 1.688 3.777
C -4.287 1.632 3.909
C -4.920 0.443 4.255
C -4.138 -0.684 4.500
C -2.762 -0.636 4.377
C 1.957 1.670 0.759
C 2.937 2.485 0.225
C 2.758 2.491 -1.180
C 1.681 1.674 -1.438
C 0.867 1.526 -2.692
P -0.791 2.204 -2.147
C -1.856 2.460 -3.641
C -2.490 1.308 -4.130
C -3.437 1.378 -5.140
C -3.791 2.608 -5.682
C -3.198 3.761 -5.189
C -2.248 3.690 -4.175
C -0.195 3.921 -1.785
C -0.318 4.379 -0.476
C 0.220 5.602 -0.093
C 0.872 6.396 -1.022
C 0.990 5.957 -2.337
C 0.471 4.728 -2.710
N 1.191 1.157 -0.255
H 1.795 0.371 2.487
H 2.397 2.003 2.797
H 1.634 1.857 5.204
H 2.118 3.525 6.972
H 1.126 5.789 6.851
H -0.333 6.388 4.947
H -0.798 4.719 3.173
H -2.436 2.629 3.527
H -4.881 2.524 3.733
H -6.001 0.397 4.337
H -4.618 -1.619 4.772
H -2.159 -1.516 4.559
H 3.679 3.037 0.786
H 3.339 3.042 -1.907
H 0.744 0.485 -2.984
H 1.288 2.098 -3.518
H -2.233 0.358 -3.668
H -3.912 0.472 -5.498
H -4.531 2.671 -6.472
H -3.478 4.727 -5.593
H -1.826 4.609 -3.794
H -0.800 3.744 0.261
H 0.145 5.924 0.940
H 1.307 7.343 -0.725
H 1.504 6.571 -3.069
H 0.596 4.386 -3.731
O -6.970 0.001 -1.808
C -5.728 -0.020 -1.252
C -5.010 1.142 -0.995
C -3.772 1.022 -0.398
N -3.215 -0.148 -0.096
C -3.901 -1.231 -0.371
Br -3.067 -2.894 -0.004
C -5.169 -1.244 -0.930
H -7.189 0.913 -2.026
H -5.408 2.116 -1.258
H -3.179 1.897 -0.159
H -5.700 -2.168 -1.109
S 0.361 -0.609 4.435
C -0.661 0.584 3.784
C -0.530 -1.826 -2.891
O -1.016 -0.872 -1.995
H -1.209 -2.692 -2.963
H 0.459 -2.214 -2.609
H -0.444 -1.399 -3.906
C 2.740 -5.503 1.687
C 2.159 -4.088 1.575
C 2.952 -3.121 2.467
C 0.708 -4.129 2.076
Si 2.112 -3.404 -0.210
O 1.234 -2.101 -0.324
C 3.852 -3.074 -0.916
C 3.913 -2.180 -1.990
C 5.115 -1.850 -2.599
C 6.302 -2.410 -2.141
C 6.270 -3.296 -1.074
C 5.058 -3.621 -0.474
C 1.441 -4.828 -1.287
C 2.234 -5.858 -1.797
C 1.689 -6.885 -2.559
C 0.328 -6.898 -2.837
C -0.480 -5.881 -2.346
C 0.075 -4.864 -1.579
H 2.744 -5.824 2.736
H 3.768 -5.567 1.321
H 2.142 -6.220 1.117
H 2.989 -3.488 3.500
H 2.475 -2.138 2.482
H 3.978 -2.987 2.110
H 0.671 -4.464 3.120
H 0.098 -4.811 1.472
H 0.251 -3.137 2.029
H 2.991 -1.720 -2.334
H 5.130 -1.146 -3.423
H 7.246 -2.147 -2.604
H 7.193 -3.726 -0.701
H 5.067 -4.312 0.362
H 3.303 -5.856 -1.601
H 2.327 -7.675 -2.940
H -0.097 -7.692 -3.441
H -1.544 -5.876 -2.560
H -0.560 -4.067 -1.203
*
```

=====

Record 3
Computed, not measured: C53H53MoN2OP4SSe4 as an isolated structure, with wB97M-V/def2-TZVPD.

Calculated values
- LUMO (alpha / beta) (eV) = -3.4 / -4.4
- highest occupied orbital energy (alpha / beta) (eV) = -9.7 / -9.6
- energy above the lowest of the compared OMol25 structures with the same formula, charge and spin (eV) = 0.000
- max |F| (eV/Å) = 1.0
- frontier orbital gap (alpha / beta) (eV) = 6.4 / 5.2

Structure (ORCA input):
```
! wB97M-V def2-TZVPD RIJCOSX def2/J DEFGRID3
* xyz 1 3
Mo 0.050 0.559 -0.822
Se 1.973 1.832 -1.832
Se 2.033 1.226 -4.064
Se -0.168 1.693 -4.716
Se -1.370 0.741 -3.034
N 0.105 -2.688 -1.621
P 0.922 -1.484 -2.493
C 2.623 -2.135 -2.652
C 3.737 -1.404 -2.254
C 5.010 -1.947 -2.373
C 5.175 -3.226 -2.883
C 4.066 -3.965 -3.277
C 2.796 -3.420 -3.169
C 0.264 -1.836 -4.172
C 1.045 -1.731 -5.320
C 0.493 -1.969 -6.569
C -0.846 -2.318 -6.685
C -1.627 -2.446 -5.546
C -1.074 -2.207 -4.295
P -0.653 -2.088 -0.226
C 0.659 -2.720 1.030
C 0.390 -3.323 2.258
C 1.410 -3.851 3.041
C 2.724 -3.816 2.603
C 3.014 -3.210 1.390
C 1.996 -2.648 0.638
C -1.841 -3.487 0.121
C -2.627 -3.613 1.268
C -3.501 -4.678 1.435
C -3.622 -5.647 0.451
C -2.879 -5.520 -0.711
C -2.010 -4.450 -0.877
H 0.520 -3.611 -1.549
H 3.611 -0.412 -1.841
H 5.872 -1.369 -2.067
H 6.166 -3.649 -2.976
H 4.190 -4.961 -3.679
H 1.940 -3.996 -3.501
H 2.094 -1.478 -5.239
H 1.111 -1.885 -7.453
H -1.274 -2.503 -7.661
H -2.666 -2.734 -5.628
H -1.685 -2.311 -3.406
H -0.620 -3.419 2.626
H 1.164 -4.312 3.989
H 3.514 -4.248 3.203
H 4.035 -3.154 1.031
H 2.271 -2.137 -0.273
H -2.597 -2.871 2.052
H -4.091 -4.744 2.340
H -4.296 -6.482 0.585
H -2.978 -6.251 -1.503
H -1.475 -4.364 -1.813
C 3.672 6.227 1.580
S 2.439 5.519 2.692
C 1.072 5.283 1.530
C 1.313 4.254 0.427
C 1.738 2.885 0.955
N 0.710 1.843 0.822
P 0.812 0.342 1.456
C 2.454 -0.006 2.124
C 3.549 0.154 1.273
C 4.833 -0.070 1.736
C 5.034 -0.480 3.049
C 3.948 -0.675 3.887
C 2.658 -0.444 3.429
C -0.310 0.289 2.880
C -1.438 -0.512 2.921
C -2.273 -0.510 4.029
C -1.982 0.316 5.105
C -0.874 1.153 5.058
C -0.041 1.141 3.952
P -1.892 1.825 -0.141
C -3.113 2.492 -1.329
C -2.747 3.437 -2.291
C -3.699 3.980 -3.139
C -5.026 3.582 -3.038
C -5.400 2.650 -2.081
C -4.449 2.112 -1.225
C -2.159 3.080 1.157
C -2.240 4.442 0.858
C -2.641 5.350 1.822
C -2.978 4.912 3.098
C -2.922 3.561 3.398
C -2.519 2.649 2.431
H 4.514 6.537 2.195
H 3.267 7.102 1.073
H 4.021 5.502 0.847
H 0.839 6.255 1.090
H 0.226 4.990 2.152
H 2.061 4.638 -0.269
H 0.396 4.125 -0.153
H 1.969 2.976 2.020
H 2.674 2.580 0.482
H 3.392 0.440 0.240
H 5.677 0.068 1.073
H 6.037 -0.655 3.414
H 4.100 -1.011 4.905
H 1.819 -0.619 4.088
H -1.697 -1.105 2.057
H -3.153 -1.141 4.049
H -2.626 0.318 5.975
H -0.663 1.822 5.882
H 0.820 1.799 3.920
H -1.708 3.734 -2.387
H -3.406 4.711 -3.881
H -5.767 4.000 -3.707
H -6.435 2.344 -1.996
H -4.747 1.395 -0.470
H -2.014 4.795 -0.140
H -2.696 6.403 1.578
H -3.297 5.625 3.847
H -3.201 3.210 4.382
H -2.504 1.593 2.665
C -3.360 -1.326 -1.045
O -1.944 -1.147 -0.959
H -3.700 -0.840 -1.961
H -3.639 -2.378 -1.075
H -3.852 -0.850 -0.193
*
```

=====

Record 4
Computed, not measured: C53H54Ge2NPtS5 as an isolated structure, with wB97M-V/def2-TZVPD.

Calculated values
- LUMO (alpha / beta) (eV) = 2.5 / 2.0
- highest occupied orbital energy (alpha / beta) (eV) = -4.5 / -4.8
- energy above the lowest of the compared OMol25 structures with the same formula, charge and spin (eV) = 0.000
- max |F| (eV/Å) = 0.5
- frontier orbital gap (alpha / beta) (eV) = 6.9 / 6.8

Structure (ORCA input):
```
! wB97M-V def2-TZVPD RIJCOSX def2/J DEFGRID3
* xyz -1 3
Pt -0.067 0.384 0.322
S 1.334 -1.484 -0.642
C -0.097 -2.367 -0.265
C -0.284 -3.757 -0.326
C -1.471 -4.289 0.125
C -2.466 -3.450 0.634
C -2.221 -2.093 0.653
N -1.083 -1.577 0.192
H 0.519 -4.381 -0.695
H -1.627 -5.360 0.103
H -3.401 -3.841 1.010
H -2.941 -1.383 1.043
C -5.648 -0.435 2.926
C -4.457 -0.218 3.823
C -3.520 -1.223 4.027
C -2.392 -1.020 4.810
C -1.425 -2.149 5.043
C -2.182 0.241 5.382
C -3.156 1.236 5.264
C -3.057 2.547 6.002
C -4.274 0.993 4.472
C -0.928 0.516 6.147
C -0.869 0.093 7.471
C 0.246 0.351 8.249
C 1.306 1.048 7.700
C 1.272 1.482 6.374
C 0.153 1.215 5.577
Ge 0.118 1.605 3.626
S 0.317 -0.300 2.613
S 1.677 3.044 2.848
Ge -0.017 3.675 1.517
S -0.267 2.617 -0.375
S -1.588 2.915 2.947
C -0.020 5.614 1.089
C -1.099 6.457 1.378
C -1.116 7.762 0.884
C -0.074 8.244 0.112
C 1.014 7.427 -0.145
C 1.054 6.124 0.340
C 2.310 5.336 0.155
C 2.593 4.644 -1.022
C 1.691 4.695 -2.227
C 3.756 3.879 -1.087
C 4.641 3.802 -0.026
C 5.859 2.918 -0.084
C 4.376 4.558 1.111
C 3.232 5.332 1.214
C 3.003 6.183 2.436
C -2.261 6.046 2.221
C -2.177 6.148 3.609
C -0.883 6.517 4.283
C -3.293 5.828 4.376
C -4.477 5.400 3.794
C -5.683 5.064 4.632
C -4.525 5.271 2.411
C -3.433 5.583 1.614
C -3.492 5.383 0.123
C 2.479 2.225 5.896
C 3.526 1.563 5.261
C 3.431 0.113 4.862
C 4.682 2.278 4.947
C 4.816 3.620 5.250
C 6.095 4.363 4.966
C 3.737 4.274 5.844
C 2.573 3.599 6.167
C 1.408 4.334 6.777
H -5.617 -1.422 2.464
H -5.675 0.312 2.131
H -6.583 -0.354 3.485
H -3.660 -2.188 3.550
H -1.697 -3.015 4.438
H -1.418 -2.449 6.094
H -0.412 -1.856 4.774
H -2.173 2.596 6.634
H -3.937 2.678 6.637
H -3.016 3.385 5.305
H -5.010 1.783 4.349
H -1.719 -0.436 7.886
H 0.287 0.014 9.278
H 2.189 1.262 8.292
H -1.965 8.394 1.116
H -0.101 9.257 -0.271
H 1.858 7.797 -0.715
H 0.740 5.173 -2.006
H 1.481 3.688 -2.582
H 2.176 5.250 -3.035
H 3.953 3.305 -1.987
H 5.948 2.434 -1.056
H 5.801 2.137 0.676
H 6.770 3.492 0.098
H 5.071 4.532 1.946
H 3.887 6.167 3.069
H 2.160 5.823 3.030
H 2.790 7.217 2.157
H -0.314 7.243 3.703
H -0.252 5.627 4.395
H -1.066 6.927 5.277
H -3.226 5.899 5.457
H -5.443 5.097 5.695
H -6.054 4.064 4.401
H -6.496 5.769 4.446
H -5.432 4.903 1.941
H -4.454 4.965 -0.172
H -2.708 4.697 -0.209
H -3.343 6.324 -0.412
H 2.592 -0.390 5.338
H 4.348 -0.420 5.120
H 3.284 0.031 3.782
H 5.499 1.759 4.454
H 6.807 3.732 4.434
H 6.566 4.693 5.895
H 5.910 5.252 4.363
H 3.811 5.337 6.056
H 1.628 5.398 6.866
H 1.165 3.944 7.768
H 0.513 4.218 6.160
*
```